Record 1
This record from OMol25 describes a cluster of 2 separate species, C35H48BrClNO6 in total in a non-equilibrium geometry. The level of theory is ωB97M-V/def2-TZVPD.

Each line ends with the Mulliken charge.
Element x y z (Å)
1 C 5.063503 4.860413 1.421017  -0.96
2 C 4.569199 4.470350 -0.118279  -0.41
3 C 5.673670 3.507889 -0.913919  -0.53
4 C 5.083335 2.033135 -1.323257  -0.65
5 C 5.703190 0.790754 -0.399316  -0.36
6 C 6.491185 -0.349200 -1.275609  -0.79
7 C 5.949505 -1.888757 -1.039469  -0.62
8 C 4.608464 -2.169533 -1.991540  -0.66
9 C 3.229051 -2.380567 -1.109149  -0.41
10 C 2.978988 -3.975587 -0.674305  -0.47
11 C 1.499606 -4.532601 -1.119421  -0.33
12 C 0.538644 -5.002797 0.131946  -0.94
13 C -0.386646 -3.790238 0.764975  0.62
14 C -0.227154 -3.467286 2.396572  -0.81
15 C -1.085158 -2.281669 3.179251  0.26
16 C -0.868082 -2.095745 4.814959  -0.85
17 C 0.548410 -1.325353 5.193437  -0.03
18 C 1.160634 -0.411706 3.976871  -0.88
19 Br 0.293117 -0.150782 6.821971  -0.19
20 C -2.115530 -1.348579 2.269762  -0.19
21 C -2.299839 -1.646415 0.634309  0.01
22 C -1.460334 -2.877515 -0.117341  0.27
23 C -1.720908 -3.162522 -1.742724  -0.46
24 C -3.323316 -3.585647 -1.967411  -0.54
25 C -3.992875 -2.900670 -3.300748  -0.19
26 N -4.879062 -3.818282 -4.113946  -0.65
27 C -3.356378 -0.642857 -0.150106  0.71
28 O -3.272709 -0.347923 -1.474982  -0.56
29 C -4.583470 0.126506 0.660568  0.19
30 C -5.885939 0.574131 -0.229578  -0.59
31 C -5.898397 2.234407 -0.423564  0.42
32 C -7.183191 2.976089 -1.138369  -0.40
33 C -7.273254 4.633452 -1.323002  -0.32
34 C -6.027034 5.604348 -0.789018  -0.46
35 C -4.721920 4.834602 -0.093688  -0.32
36 C -4.657749 3.193214 0.073522  -0.21
37 C -4.373201 0.376793 2.113894  -0.38
38 C -3.006562 -0.113893 2.943848  0.28
39 O -2.726727 0.482025 4.105622  -0.56
40 H 4.168586 5.247500 2.079351  0.30
41 H 5.494047 3.900180 1.954530  0.24
42 H 5.910579 5.680607 1.318052  0.25
43 H 3.514591 3.968546 -0.030045  0.28
44 H 4.413745 5.518360 -0.663788  0.25
45 H 5.979470 4.106046 -1.876148  0.29
46 H 6.629931 3.464224 -0.226937  0.35
47 H 5.194983 1.834832 -2.474329  0.38
48 H 3.910699 2.066325 -1.113692  0.23
49 H 4.869558 0.323652 0.303878  0.17
50 H 6.481769 1.299340 0.336006  0.32
51 H 7.634221 -0.284390 -0.968960  0.29
52 H 6.414564 -0.035311 -2.401462  0.37
53 H 5.592850 -2.106305 0.064892  0.31
54 H 6.818401 -2.660507 -1.310990  0.30
55 H 4.444978 -1.168404 -2.617300  0.30
56 H 4.804550 -3.029539 -2.760510  0.36
57 H 3.234474 -1.696041 -0.154545  0.02
58 H 2.346498 -1.965441 -1.795091  0.28
59 H 3.772703 -4.587223 -1.322876  0.24
60 H 3.233073 -4.150717 0.454540  0.31
61 H 1.633565 -5.478222 -1.835187  0.35
62 H 1.019010 -3.694565 -1.803759  0.17
63 H -0.085699 -5.993021 -0.101608  0.32
64 H 1.283254 -5.324120 1.007930  0.32
65 H 0.502427 -4.100157 3.083669  0.12
66 H -0.765297 -3.186132 5.289754  0.30
67 H -1.813281 -1.621004 5.353029  0.40
68 H 1.348043 -2.156480 5.452106  0.37
69 H 2.219769 -0.010975 4.352453  0.37
70 H 1.392706 -1.011996 2.983382  0.14
71 H 0.490720 0.551030 3.785739  0.27
72 H -1.476061 -2.212534 -2.387953  0.35
73 H -1.107851 -4.118856 -2.023819  0.20
74 H -3.936258 -3.306019 -1.001498  0.27
75 H -3.428193 -4.754878 -2.095259  0.38
76 H -4.700624 -2.024192 -2.905808  -0.03
77 H -3.175923 -2.342398 -3.968040  0.32
78 H -4.340340 -4.490447 -4.703584  0.25
79 H -5.570361 -4.288458 -3.489642  0.24
80 H -6.888588 0.207157 0.251153  0.38
81 H -5.850075 0.138832 -1.334153  0.19
82 H -8.053765 2.270619 -1.519859  0.21
83 H -8.221487 5.083594 -1.845854  0.25
84 H -6.074269 6.765529 -0.943904  0.32
85 H -3.823804 5.527201 0.259631  0.30
86 H -3.671862 2.763849 0.574043  0.25
87 H -5.227652 0.957450 2.706116  0.23
88 O -2.224797 6.607559 -0.299469  -0.70
89 Cl -0.921532 6.738292 -0.921488  1.61
90 O -0.243137 5.457012 -0.896259  -0.65
91 O -0.134944 7.715943 -0.194802  -0.67
92 O -1.083025 7.172671 -2.295418  -0.66

Force components x, y, z for each atom (eV/Å):
C 0.11 -0.39 -0.53
C -0.08 0.69 0.77
C -0.37 1.05 -0.01
C -0.93 -0.06 0.74
C 0.26 0.69 0.29
C 0.41 0.04 0.70
C -0.33 -0.33 -0.68
C 0.03 1.30 0.32
C -0.15 -0.05 -0.48
C 0.65 0.18 -1.20
C -0.02 -0.26 -0.64
C 0.32 0.33 0.92
C -1.85 2.59 2.15
C -2.65 2.17 -1.75
C -0.32 -0.54 -3.47
C -0.18 -0.88 -0.02
C 0.37 -0.75 -1.83
C 0.87 0.80 0.67
Br 0.21 -0.96 -1.10
C 1.40 -2.07 -1.11
C 1.60 -1.32 2.04
C 0.50 0.97 2.66
C -0.87 -0.62 1.41
C 0.07 -0.15 -0.01
C -0.39 1.32 0.76
N 0.91 0.26 0.59
C 0.07 1.58 -4.89
O -0.24 -2.33 8.00
C 1.55 -0.53 3.05
C 0.54 1.22 -0.51
C -0.10 4.19 -0.28
C 2.78 1.84 1.31
C 3.52 -1.85 1.82
C -0.12 -5.26 0.24
C -3.07 -1.52 -1.33
C -2.91 1.97 -1.42
C -0.36 -0.89 -3.23
C 0.25 1.93 3.16
O -1.46 -3.85 -6.85
H 1.83 -0.58 -1.46
H -0.74 1.93 -1.05
H -1.74 -1.72 0.50
H 2.06 0.83 -0.37
H 0.31 -2.46 0.97
H -0.51 -1.31 1.75
H -1.82 -0.22 -1.41
H 0.02 0.28 2.27
H 2.50 -0.04 -0.57
H 1.66 0.88 -1.67
H -1.60 -1.14 -1.46
H -2.32 -0.26 -0.72
H 0.16 -0.90 2.05
H 1.05 0.69 -2.07
H -1.91 1.69 0.61
H 0.33 -2.20 1.21
H -0.55 1.48 1.56
H 0.15 -1.28 -1.87
H 1.71 -1.16 1.56
H -1.64 1.22 1.58
H -0.66 0.32 -2.10
H -0.23 1.99 1.63
H 0.76 -1.80 1.65
H 1.11 2.45 0.30
H -1.69 0.71 -1.81
H -1.65 1.35 -1.77
H -0.27 2.26 -1.22
H 2.15 -0.70 -1.55
H -1.70 1.89 -0.26
H -2.32 -0.81 -0.73
H -0.88 1.12 2.16
H 1.31 -2.29 0.26
H -0.33 -1.94 1.44
H -0.90 2.15 0.42
H 1.20 -0.46 -1.98
H 0.42 2.27 0.30
H 1.62 -1.83 -0.92
H -1.80 -1.55 1.33
H -0.71 0.65 1.10
H 1.06 0.34 -0.89
H 2.04 0.81 -0.64
H 0.30 0.70 2.55
H 1.91 1.79 0.84
H 2.10 -0.98 1.16
H 0.21 -2.62 0.41
H -1.97 -1.86 -0.93
H -2.46 0.93 -1.26
H 2.33 -1.28 -1.21
O -0.02 0.11 0.07
Cl 0.63 0.09 -0.35
O -0.21 0.20 0.06
O -0.25 -0.20 -0.09
O -0.07 -0.10 0.36

For the orbital gap, the calculation gives 5.75 eV. Its total charge is -1. The LUMO energy is -0.128 eV.

=====

Record 2
This record from OMol25 describes an isolated molecule of C5H14N2 in a non-equilibrium geometry. The level of theory is ωB97M-V/def2-TZVPD.

Each line ends with the natural charge from an NBO analysis.
Element x y z (Å)
1 C -0.049140 0.776050 0.225134  -0.20
2 N 1.273311 0.082863 0.383009  -0.45
3 C 2.099250 0.420713 1.572416  -0.41
4 C 1.159432 -1.342513 0.323390  -0.42
5 C -0.818085 0.341911 -0.962790  -0.12
6 C -1.772007 -0.742285 -0.735405  -0.63
7 N -1.468320 1.551320 -1.451022  -0.86
8 H -0.039147 1.890702 0.114989  0.23
9 H -0.675421 0.460391 1.204316  0.14
10 H 2.204219 -0.379340 2.250758  0.18
11 H 3.059195 0.652703 1.184717  0.20
12 H 1.782821 1.253599 2.127694  0.20
13 H 1.377767 -1.911401 -0.696882  0.18
14 H 0.287520 -1.707068 0.766107  0.18
15 H 1.977237 -1.765756 0.839106  0.20
16 H -0.105485 0.002008 -1.750257  0.21
17 H -2.033186 -0.979955 0.332042  0.21
18 H -2.806850 -0.496397 -1.178899  0.22
19 H -1.599169 -1.626867 -1.325679  0.22
20 H -2.061102 1.925350 -0.794541  0.35
21 H -1.792839 1.593972 -2.428200  0.38

Force components x, y, z for each atom (eV/Å):
C 0.51 -0.71 3.58
N -0.52 1.12 -0.14
C -0.53 0.26 -1.91
C 1.61 -1.15 -2.93
C 0.62 0.77 -2.21
C -4.19 -1.57 0.20
N 1.78 -0.16 -2.80
H 0.93 -1.02 0.68
H 0.90 1.04 -1.72
H -0.10 -1.11 0.82
H 1.18 0.24 -0.09
H -0.84 1.32 0.50
H -1.10 1.65 1.34
H -1.71 -0.81 0.63
H 0.89 -0.41 0.98
H -0.26 0.45 0.47
H 0.65 0.01 -0.94
H 1.38 0.16 0.66
H 0.66 -0.72 0.33
H -1.90 1.02 1.36
H 0.04 -0.37 1.18

For the orbital gap, the calculation gives 9.29 eV. The calculation puts the relative energy (zero: lowest compared OMol25 entry of this formula, charge and spin) at 250.17 kJ/mol. Its total charge is 0. The LUMO energy is 1.141 eV.

=====

Record 3
This record from OMol25 describes a cluster of 5 separate species, C5H17NO4 in total in a non-equilibrium geometry. The level of theory is ωB97M-V/def2-TZVPD.

Each line ends with the Mulliken spin population.
Element x y z (Å)
1 C 0.994741 0.793807 -2.695006  0.02
2 C 1.366334 -0.526315 -1.974683  -0.01
3 C 1.904271 0.053861 -0.640970  0.00
4 C 2.959856 0.918208 -0.592749  0.26
5 C 1.526755 -0.533437 1.648901  0.47
6 N 1.077535 -0.356025 0.434181  0.16
7 H 0.049258 0.678273 -3.296750  0.00
8 H 0.538495 1.444251 -1.996319  0.01
9 H 1.771339 1.308128 -3.339502  0.00
10 H 2.201513 -0.944040 -2.625239  0.00
11 H 0.626683 -1.339910 -1.827405  0.01
12 H 3.661821 1.021455 -1.390345  -0.01
13 H 3.398831 1.242931 0.351259  0.01
14 H 0.779844 -1.036636 2.321757  0.00
15 H 2.484549 -0.405286 1.970923  0.05
16 H -3.097096 -2.886258 -1.031109  0.00
17 H -1.901671 -2.196304 -0.884753  0.00
18 O -2.561233 -2.286546 -1.505767  0.00
19 H -1.424449 1.265768 2.917051  -0.01
20 H -0.790618 0.983358 4.213480  0.00
21 O -1.076373 0.588181 3.454645  0.05
22 H -1.233226 0.719024 0.266150  -0.01
23 H -2.298318 1.755908 -0.240353  0.00
24 O -1.975057 1.318868 0.503981  0.01
25 H -2.946923 0.019451 1.449121  0.00
26 H -3.077578 -0.735881 2.717945  0.00
27 O -2.959283 -0.864835 1.791558  0.02

Force components x, y, z for each atom (eV/Å):
C -2.36 -0.69 -2.29
C 2.32 1.49 -0.47
C -1.50 -1.84 1.64
C 0.64 -0.46 0.94
C -3.44 -0.86 1.19
N 0.64 0.17 -3.34
H 0.94 -0.37 -0.54
H 0.43 1.15 1.07
H -0.76 -0.77 1.08
H -0.71 0.07 1.06
H 0.10 1.06 -0.08
H 0.11 0.06 -0.86
H -0.50 0.00 0.05
H 0.97 0.73 -0.33
H 2.83 0.41 0.72
H -1.49 -1.06 0.46
H 2.94 0.99 2.03
O -1.40 0.19 -2.43
H -0.45 1.21 -1.28
H 1.35 1.66 3.10
O -0.96 -2.78 -1.73
H -0.05 0.34 0.00
H -0.47 0.86 -2.01
O 0.93 -1.16 2.11
H 0.30 0.85 -0.71
H 0.16 -0.05 1.09
O -0.58 -1.21 -0.46

As for the spin multiplicity: 2. For the orbital gap (alpha / beta), the calculation gives 3.29 / 6.62 eV. Its expectation value of S² is 0.760. The calculation puts the relative energy (zero: lowest compared OMol25 entry of this formula, charge and spin) at 241.44 kJ/mol. Its total charge is -1. The LUMO energy (alpha / beta) is 3.232 / 3.175 eV.

=====

Question: Among the records above, which one has the highest total charge?
Answer: C5H14N2